# 1
This record from the OMol25 dataset describes a structure of composition C4H10IOP2 at a distorted geometry. The level of theory is wB97M-V/def2-TZVPD.

```
18
Properties=species:S:1:pos:R:3:forces:R:3:mulliken_charge:R:1
C -1.35068 -0.87890 -0.35943 1.0805 2.8942 1.1246 -1.061
P -1.09200 0.67048 0.71416 -1.6392 0.3896 -0.5366 0.136
C -1.05681 0.24043 2.50993 0.2818 -0.4589 -0.0644 -1.003
P 0.64328 1.86196 0.12092 0.1471 0.9020 -0.0069 -0.067
C 1.17118 1.17671 -1.53829 0.2880 -0.4379 0.7065 -0.740
C 2.05133 -0.06461 -1.44014 -0.6512 0.4225 -0.0849 0.033
O 2.02398 -0.79012 -0.48877 0.4308 -0.2549 -0.0090 -0.397
H -2.14939 -1.56459 0.03575 0.7685 1.8060 0.2273 0.301
H -0.42742 -1.50081 -0.55196 -0.8368 2.3576 0.8736 0.235
H -1.70154 -0.52219 -1.32923 -0.0711 0.1709 0.0239 0.471
H -0.59592 -0.71763 2.75219 0.1893 0.0184 -0.0447 0.303
H -2.09721 0.19309 2.82595 -0.1078 -0.0568 -0.0817 0.296
H -0.60412 1.02701 3.10968 0.1853 0.1092 -0.1173 0.345
H 1.78826 1.61179 0.93212 -0.0461 -0.5933 -0.2090 -0.028
H 1.65095 1.97254 -2.10503 0.0982 -0.0277 -0.1166 0.427
H 0.25744 0.89939 -2.06849 -0.0485 -0.0288 -0.0823 0.254
H 2.69494 -0.27828 -2.31876 0.0332 -0.0387 0.0526 0.336
I -1.20627 -3.33627 -0.80060 -0.1023 -7.1734 -1.6549 -0.842
```
Positions in Å, forces in eV/Å.

Calculated values
* LUMO level: 0.12448 Ha
* multiplicity: 1
* total charge: -1
* E_HOMO: -0.0798 hartree

# 2
This record from the OMol25 dataset describes a cluster of 10 separate species, C25H64BF5N2O14PS in total at a distorted geometry. The level of theory is wB97M-V/def2-TZVPD.

```
113
Properties=species:S:1:pos:R:3:forces:R:3:mulliken_charge:R:1
C 0.73654 0.27557 -0.21030 -0.0013 -0.4104 -0.4549 -1.377
C -0.30912 -0.82468 -0.05996 0.1097 -0.4823 0.6222 0.940
B -0.77836 -1.10971 1.49959 -0.1463 2.1947 -1.6661 1.176
N 0.02812 -2.38723 1.95799 -0.9739 -0.1107 1.8839 0.028
C 0.08888 -2.71966 3.29591 0.7186 -2.0278 0.1937 0.417
O 0.12755 -3.85211 3.74852 -0.1521 1.5648 -0.5129 -0.631
F 0.24640 -1.68131 4.11022 0.0208 0.0885 -0.0802 -0.141
C -0.38420 -3.52920 1.25410 -1.1775 -0.5407 -0.4336 0.238
O -1.48028 -3.98412 1.10918 1.3635 0.5157 0.0921 -0.447
F 0.66696 -4.11217 0.63994 0.1449 -0.1380 -0.1172 -0.311
O -2.24861 -1.17384 1.63198 0.2928 -0.6408 -0.2882 -0.728
C -2.72908 -0.35833 2.63552 0.2049 -0.6082 -0.0589 0.147
S -3.09437 -1.57977 3.96277 -0.0372 -0.4259 0.2187 -0.338
C -1.58448 0.70435 2.81133 -1.4215 -0.0003 0.3083 1.219
P -0.97842 1.32146 4.50270 0.6716 -0.1463 0.1862 -0.263
N -2.10451 0.75103 5.69436 0.2096 0.4641 -0.0388 -0.605
O -1.44202 2.90983 4.54281 -0.4748 -0.1524 0.2032 -0.497
C -2.04128 1.88785 1.94520 -0.1654 -0.0734 0.1240 0.059
F -2.42587 1.51158 0.69880 0.1971 0.1208 0.0043 -0.057
F -1.09456 2.82406 1.78009 -0.0691 0.0106 -0.0444 -0.305
F -3.12753 2.47018 2.50155 0.0571 0.1263 -0.1955 -0.360
O -0.47164 0.11047 2.30971 1.0614 -0.6407 -0.2207 -0.349
H 1.16087 0.24689 -1.20854 0.0706 0.0813 -0.3331 0.385
H 0.33248 1.26875 -0.08629 -0.0583 0.3174 0.3294 0.162
H 1.57213 0.12275 0.45775 0.1673 0.1702 0.4533 0.147
H -1.16247 -0.60405 -0.68660 -0.3020 0.0560 -0.1122 -0.650
H 0.15365 -1.71227 -0.49541 -0.1249 -0.2871 -0.1377 -0.105
H -3.67284 0.02162 2.27477 -0.2482 0.5862 0.3092 0.340
H -3.50709 -0.83882 5.00143 0.0080 0.1881 -0.2405 0.158
H -1.60478 0.01552 6.17622 -0.1399 -0.3886 0.0849 0.268
H -2.18780 1.49700 6.37607 -0.1621 0.2234 -0.0009 0.236
H -0.65486 3.44021 4.44720 0.2941 0.2893 -0.0836 0.344
C -3.35655 -0.60043 -2.73815 -0.0593 0.0125 -0.0808 -0.135
C -4.39026 0.49787 -2.56849 0.1899 -0.0528 0.3056 -0.172
O -4.79097 0.61972 -1.20523 -0.1578 0.0582 -0.1866 -0.427
H -3.75285 -1.55262 -2.38384 -0.0221 -0.0009 -0.0231 -0.566
H -3.06140 -0.70936 -3.78483 0.0245 0.0217 0.0084 0.340
H -2.46445 -0.38756 -2.15283 0.0618 0.0312 -0.0386 0.215
H -5.28897 0.27215 -3.14158 -0.0557 0.0670 0.0386 0.151
H -3.99421 1.45891 -2.91957 -0.0079 -0.0401 -0.1091 0.287
H -4.01091 0.82774 -0.67972 0.0465 -0.0892 0.0604 0.213
C 5.99672 1.11923 0.92286 -0.2267 -0.0666 -0.0418 -0.920
C 4.75258 1.20682 0.05557 0.0408 0.2253 0.0706 -0.141
O 3.73550 1.98489 0.66704 -0.0184 -0.1952 0.0396 -0.451
H 5.74440 0.69049 1.89396 -0.0220 -0.0466 -0.0121 0.256
H 6.76382 0.50116 0.45236 0.0326 0.0397 0.0033 0.332
H 6.41634 2.10717 1.10359 0.0844 0.0376 -0.0619 0.188
H 4.32506 0.21783 -0.10657 -0.0830 0.0207 -0.0154 0.315
H 5.00081 1.63677 -0.92351 0.0405 -0.1138 -0.0388 0.172
H 4.07914 2.87010 0.80814 0.0086 0.1006 0.0095 0.237
C -0.28314 -5.72784 -3.08325 -0.0458 0.0062 -0.0188 -0.668
C 0.13085 -4.35786 -3.59272 0.1069 -0.0586 0.2762 -0.344
O 0.00361 -3.36403 -2.58696 -0.0400 -0.0347 -0.2797 -0.294
H -1.31235 -5.70185 -2.72504 0.0646 0.0057 -0.0366 -0.071
H -0.20166 -6.48285 -3.86862 0.0205 -0.0007 0.0058 0.376
H 0.34540 -6.03221 -2.24372 0.0378 -0.0182 -0.0217 0.325
H -0.51044 -4.04838 -4.41776 -0.0066 0.0657 -0.0050 0.285
H 1.16550 -4.38146 -3.95740 -0.0387 -0.0548 -0.1143 0.258
H 0.57599 -3.61628 -1.85586 -0.0546 0.0742 0.1888 0.159
C 9.52644 0.81499 4.26200 -0.0474 0.0713 -0.0042 -1.127
C 8.90954 0.60852 2.89047 0.2307 0.1514 0.0295 -0.141
O 8.65663 1.85045 2.23545 -0.0259 -0.0690 0.0916 -0.434
H 8.86996 1.42361 4.88425 -0.0391 -0.0337 0.0096 0.274
H 9.69907 -0.13868 4.76264 0.0153 0.0004 -0.0047 0.358
H 10.48190 1.34022 4.18144 0.0368 -0.0626 -0.0064 0.315
H 7.95075 0.10252 2.97596 -0.0558 0.0294 -0.0701 0.257
H 9.56691 -0.00517 2.26492 -0.0592 -0.0921 0.0322 0.287
H 9.49769 2.30471 2.14132 0.0779 0.0424 -0.0317 0.233
C -7.06980 2.89331 -0.22081 -0.1442 0.0873 0.0678 -0.727
C -6.60719 4.32070 -0.43563 0.1357 -0.1345 0.2156 -0.264
O -6.73642 5.10997 0.74846 -0.1337 0.0912 -0.1684 -0.531
H -8.11123 2.87693 0.10619 -0.0200 0.0484 -0.0442 0.300
H -6.97401 2.30840 -1.13456 0.0749 -0.0557 0.0370 0.196
H -6.47498 2.40804 0.55444 0.0803 -0.0622 -0.0830 0.185
H -7.21062 4.80997 -1.19957 -0.0077 0.0850 0.0342 0.299
H -5.56273 4.33539 -0.76468 -0.0329 -0.0314 -0.1116 0.239
H -6.19633 4.69811 1.42775 0.0552 -0.0414 0.0757 0.304
C -3.74882 -5.48036 -1.17918 0.0061 -0.0464 0.0454 -0.627
C -4.87100 -4.46399 -1.06892 0.1947 0.0906 0.2074 0.033
O -5.38525 -4.38662 0.25447 -0.1030 -0.1364 -0.1035 -0.588
H -4.09939 -6.46825 -0.87519 -0.0557 -0.0125 -0.0534 0.252
H -3.37001 -5.54089 -2.20262 -0.0709 0.0277 0.0272 0.190
H -2.92205 -5.20894 -0.52120 0.0399 0.0670 -0.0579 0.080
H -5.70619 -4.74420 -1.71264 -0.0718 0.0261 0.0485 0.334
H -4.52049 -3.47243 -1.37597 0.0107 -0.0500 -0.1127 -0.093
H -4.66328 -4.11551 0.83236 0.0328 0.0856 0.0391 0.345
C -6.28405 -3.01677 -5.91413 0.0067 0.0299 -0.0210 -1.224
C -5.95959 -1.95290 -4.88085 -0.3600 -0.0618 -0.0571 0.101
O -6.58775 -0.71121 -5.20195 0.2804 0.0207 -0.0576 -0.548
H -5.96100 -2.69377 -6.90441 0.0514 -0.0010 0.0074 0.301
H -5.79152 -3.96032 -5.67397 -0.0191 -0.0073 0.0104 0.332
H -7.36173 -3.19269 -5.96259 0.0046 -0.0577 0.0559 0.352
H -4.88845 -1.76977 -4.84884 -0.0010 0.1196 0.0219 0.118
H -6.27949 -2.27011 -3.88286 0.1251 -0.0756 0.0138 0.270
H -7.53599 -0.85917 -5.21664 -0.1037 0.0101 0.0314 0.299
C 8.39121 4.85734 4.12100 -0.0053 0.0195 -0.0049 -0.876
C 7.14959 4.96711 3.25361 0.1055 0.2562 0.1838 0.000
O 6.15557 5.76678 3.89205 -0.1068 -0.2330 -0.0884 -0.537
H 8.13881 4.42626 5.08994 -0.0206 -0.0595 -0.0205 0.255
H 9.14942 4.23321 3.64766 0.0054 0.0030 0.0052 0.150
H 8.81996 5.84630 4.30519 0.0403 -0.0041 -0.0585 0.401
H 6.71276 3.98462 3.08834 -0.0732 0.0153 0.0095 0.086
H 7.39549 5.40090 2.27770 0.0437 -0.1104 -0.0315 0.233
H 6.52804 6.63965 4.03509 0.0160 0.0997 0.0192 0.300
C 3.61412 2.07690 -4.75515 0.0212 0.0344 0.0522 -1.191
C 2.97379 1.29457 -3.62049 -0.2530 0.1080 -0.1327 -0.036
O 2.15487 2.11854 -2.80373 0.3052 0.0632 0.0088 -0.435
H 4.21232 2.89808 -4.35834 0.0328 -0.0212 0.0197 0.275
H 4.25613 1.43638 -5.36330 -0.0192 0.0021 -0.0101 0.357
H 2.84922 2.51230 -5.40276 -0.0043 -0.0557 -0.0422 0.342
H 3.73813 0.87655 -2.96731 -0.0356 -0.0126 0.0694 0.175
H 2.37623 0.46611 -4.01742 0.1100 -0.0776 -0.0038 0.275
H 1.45784 2.48432 -3.35344 -0.1281 0.0021 -0.0058 0.254
```
Positions in Å, forces in eV/Å.

Calculated values
* LUMO level: 0.06778 Ha
* multiplicity: 1
* total charge: -1
* E_HOMO: -0.2066 hartree

# 3
This record from the OMol25 dataset describes the molecule C17H26N4O4S at a distorted geometry. The level of theory is wB97M-V/def2-TZVPD.

```
52
Properties=species:S:1:pos:R:3:forces:R:3:mulliken_charge:R:1
C -5.52196 -3.19295 0.50716 -0.2163 -0.0991 0.0387 -0.941
O -4.20027 -2.76572 0.28630 0.2718 0.1442 -0.0514 -0.479
C -3.95606 -1.43763 0.09995 0.6670 0.2103 -0.1070 0.071
C -4.94528 -0.45878 0.12571 -0.3124 0.0696 0.0316 -0.510
C -4.63650 0.87897 -0.06727 0.1923 0.1145 -0.0388 0.636
O -5.54020 1.89018 -0.05557 0.4491 -0.0857 -0.0555 -0.447
C -6.89534 1.58929 0.16590 -0.2552 -0.0751 0.0445 -0.933
C -3.29475 1.26139 -0.29831 -0.1095 0.1052 0.0158 0.630
O -3.08335 2.59615 -0.48245 -0.3247 -0.2243 0.0703 -0.468
C -1.76740 3.02548 -0.72437 0.1775 0.0547 -0.0376 -0.918
C -2.32039 0.28963 -0.32199 -0.2413 0.0119 0.0249 -0.199
C -2.62147 -1.06398 -0.12345 -0.8815 0.3081 0.0692 -0.276
C -1.58304 -2.05986 -0.15008 0.8182 -0.7107 -0.0148 -0.370
N -0.35174 -1.74013 -0.28569 -0.7281 0.6226 -0.0860 -0.059
N 0.56847 -2.71502 -0.30484 -0.2448 -0.7969 0.1514 -0.398
C 1.90697 -2.55630 -0.47349 0.2023 0.0915 -0.1899 0.235
S 2.82412 -3.93765 -0.56805 0.3648 -0.6114 -0.0074 -0.494
N 2.48289 -1.35372 -0.59937 -0.2002 0.0060 0.0787 -0.063
C 1.97339 -0.04471 -0.26914 -0.0820 0.4607 0.3213 0.070
C 2.88454 0.58727 0.79094 -0.1455 -0.1433 -0.2413 -0.966
N 4.26769 0.54300 0.34903 0.0158 0.0721 0.1101 0.418
C 5.22584 0.50618 1.44131 0.3508 -0.0745 -0.1232 -0.700
C 6.62705 0.30858 0.86149 -0.1684 -0.1418 0.3593 -0.675
O 6.96295 1.34262 -0.03334 0.0909 0.1466 0.0250 -0.383
C 6.02961 1.40316 -1.08436 -0.3081 0.1481 -0.1820 -0.765
C 4.61139 1.62568 -0.55760 0.3246 -0.0581 -0.1449 -0.562
H -6.17045 -2.95480 -0.34209 0.0247 0.0065 0.0383 0.352
H -5.46398 -4.27453 0.62029 -0.0647 0.0820 -0.0007 0.253
H -5.93933 -2.75822 1.42116 0.0148 -0.0025 -0.0445 0.344
H -5.96959 -0.74157 0.29861 -0.1016 -0.0071 0.0167 0.590
H -7.29638 0.93227 -0.61314 0.0304 0.0152 0.0363 0.359
H -7.05225 1.12942 1.14743 0.0187 0.0061 -0.0464 0.358
H -7.41616 2.54471 0.13114 -0.0033 -0.0950 0.0108 0.233
H -1.36054 2.58237 -1.63946 -0.0030 0.0024 0.0297 0.362
H -1.82954 4.10603 -0.84314 0.0681 -0.0738 0.0010 0.232
H -1.10547 2.78995 0.11600 -0.0116 -0.0031 -0.0241 0.363
H -1.28830 0.53496 -0.50315 0.1184 0.1271 -0.0363 0.514
H -1.89385 -3.10205 -0.04577 0.1015 -0.0014 -0.0034 0.459
H 0.26821 -3.69141 -0.24572 0.2234 0.3436 -0.0201 0.265
H 3.49364 -1.37711 -0.67326 -0.1363 -0.1786 0.0131 0.179
H 1.96440 0.57003 -1.17643 -0.1169 0.0374 0.0825 0.118
H 0.95458 -0.13502 0.10406 0.2782 0.2130 -0.1173 0.067
H 2.54565 1.61308 1.00939 0.0305 -0.0350 0.0313 0.267
H 2.80417 -0.00089 1.70826 -0.0195 0.0359 -0.0124 0.434
H 4.98579 -0.33261 2.09771 0.0075 0.0296 0.0196 0.443
H 5.20609 1.43955 2.03077 -0.0088 -0.0571 0.0033 0.314
H 7.37790 0.33010 1.65270 -0.0567 -0.0664 -0.0258 0.352
H 6.66762 -0.66160 0.34404 0.0029 0.0510 0.0720 0.331
H 6.33836 2.23219 -1.72322 -0.0593 -0.0731 -0.0170 0.363
H 6.05548 0.46634 -1.66162 -0.0101 0.0887 0.0054 0.341
H 3.91354 1.63331 -1.39602 0.0004 0.0582 -0.0299 0.319
H 4.56322 2.60435 -0.04695 -0.0351 -0.0488 -0.0431 0.331
```
Positions in Å, forces in eV/Å.

Calculated values
* SMILES: COc1cc(OC)c(OC)cc1/C=N/NC(=S)NCCN1CCOCC1
* LUMO level: 0.01201 Ha
* energy above the lowest of the compared OMol25 structures with the same formula, charge and spin: 3.315 eV
* multiplicity: 1
* E_HOMO: -0.2734 hartree

# 4
This record from the OMol25 dataset describes the molecule C5H8 at a distorted geometry. The level of theory is wB97M-V/def2-TZVPD.

```
13
Properties=species:S:1:pos:R:3:forces:R:3:mulliken_charge:R:1
C 1.13779 0.75487 -0.03908 1.7891 -0.7636 0.0780 -0.310
C -0.04104 1.31106 -0.07755 -0.8852 2.0972 -0.3357 -0.436
C -1.19169 0.38155 0.05018 -2.2033 0.4452 0.8330 -0.424
C -0.55378 -0.96161 -0.10636 1.4791 -2.0795 1.3103 -0.579
C 1.03603 -0.75565 0.02544 -0.9054 0.9365 0.1342 -0.543
H 2.14237 1.24819 -0.01121 -1.2079 -0.2693 -0.1318 0.342
H -0.18868 2.38397 -0.13479 -0.0227 0.0210 0.0580 0.379
H -2.10269 0.51218 -0.64607 1.5978 0.1279 0.8419 0.272
H -1.62515 0.50207 1.10271 0.4271 -0.0862 -1.2478 0.190
H -0.86815 -1.46083 -1.00595 0.3424 0.0350 -0.7360 0.292
H -0.85851 -1.69171 0.66706 -0.0047 0.4741 -0.1309 0.249
H 1.60435 -1.15143 -0.79916 0.1255 -0.6035 -0.2695 0.280
H 1.50914 -1.07266 0.97478 -0.5317 -0.3348 -0.4037 0.289
```
Positions in Å, forces in eV/Å.

Calculated values
* SMILES: C1=CCCC1
* LUMO level: 0.04509 Ha
* energy above the lowest of the compared OMol25 structures with the same formula, charge and spin: 0.408 eV
* multiplicity: 1
* E_HOMO: -0.3342 hartree

# 5
This record from the OMol25 dataset describes a structure of composition CHBrClNO2 at a distorted geometry. The level of theory is wB97M-V/def2-TZVPD.

```
7
Properties=species:S:1:pos:R:3:forces:R:3:mulliken_charge:R:1
C -0.66714 0.56786 -0.14001 2.5363 -0.5386 -0.4166 -0.220
N -0.85140 -0.85081 0.02522 2.8051 0.9042 -0.0152 0.913
O 0.09157 -1.61824 0.05523 0.3643 0.2588 -0.1893 -0.546
O -1.98036 -1.14828 0.16771 -3.6712 -1.0297 0.3379 -0.547
Cl 3.87340 0.75867 0.48930 -0.0969 0.0045 0.0547 -0.098
Br 1.09997 1.15736 -0.49489 -1.7075 -0.2517 0.1809 0.023
H -1.56605 1.13345 -0.10257 -0.2302 0.6525 0.0476 0.473
```
Positions in Å, forces in eV/Å.

Calculated values
* LUMO level (alpha / beta): -0.14685 / -0.09033 Ha
* energy above the lowest of the compared OMol25 structures with the same formula, charge and spin: 2.986 eV
* multiplicity: 1
* E_HOMO (alpha / beta): -0.3755 / -0.4201 hartree